1.
The following is a quantum chemistry calculation of a structure of composition C4H6O2, from OMol25.

Structure (XYZ):
```
12
Properties=species:S:1:pos:R:3:forces:R:3
C -1.606860 -0.074947 0.263970 0.0 0.0 0.0
C -0.235938 -0.212563 -0.343812 -0.3 0.3 -0.2
C 0.917972 0.766232 -0.038795 -0.1 0.1 -0.1
C 1.700380 -0.527571 0.053961 0.7 -0.2 0.0
O 2.827514 -0.895971 -0.064620 -0.5 0.2 0.3
O 0.577247 -1.306352 0.180491 0.1 -0.2 -0.2
H -1.584684 0.088184 1.344092 0.1 0.0 -0.1
H -2.200806 -0.972573 0.066011 0.1 0.1 0.0
H -2.109787 0.770084 -0.219251 0.0 -0.1 0.1
H -0.328024 -0.374731 -1.423404 0.0 0.1 0.1
H 1.233657 1.513832 -0.766989 -0.1 -0.2 0.0
H 0.809332 1.226372 0.948351 0.0 -0.1 -0.1
```
Positions in Å, forces in eV/Å.

Total charge ... 0
Molecular weight ... 86.09 g mol⁻¹
DFT total energy ... -8339.7927 eV
Kohn-Sham gap ... 11.4 eV
Energy relative to the best compared isomer or geometry (same formula, charge and spin) ... 15.4 kcal/mol
Highest occupied orbital energy ... -10.6 eV

2.
The following is a quantum chemistry calculation of a cluster of 13 separate species, C12H52N26O14PS2 in total at a distorted geometry, from OMol25.

Structure (XYZ):
```
107
Properties=species:S:1:pos:R:3:forces:R:3
N 0.624155 -1.851273 4.989167 0.9 0.5 -3.0
P 1.398436 -1.615273 3.561761 0.8 0.9 5.6
S 0.211829 -2.654457 2.064768 -0.9 1.3 0.1
S -0.420571 -4.488041 2.991101 0.2 -0.3 0.1
O 1.149011 -2.969761 0.671052 -2.6 0.8 0.7
N 1.858194 -4.106461 0.779934 4.7 -1.6 2.6
O 2.623737 -4.085711 1.731996 -2.8 -0.3 -2.8
H 0.415070 -0.886717 5.328344 -0.4 -0.4 -0.1
H 2.717084 -2.255257 3.616008 -1.2 0.5 -0.9
H 1.519409 -0.185882 3.259954 0.0 -1.3 -0.6
H -1.076753 -4.064697 4.157384 0.8 0.6 -1.2
C -2.741933 -1.803948 -0.970710 -0.6 0.5 -0.1
O -3.303418 -2.850249 -0.687188 0.0 -0.1 0.4
N -3.412248 -0.675410 -1.265400 -0.8 0.3 -0.1
N -1.402607 -1.685740 -1.013902 1.6 -0.4 0.4
H -2.967594 0.195657 -1.501288 0.0 0.3 0.0
H -4.422603 -0.721111 -1.244371 0.4 0.1 0.0
H -0.860183 -2.512084 -0.798579 -0.2 0.3 -0.4
H -0.922066 -0.832715 -1.245230 0.0 0.1 -0.2
C 2.064849 0.079223 -2.613531 0.7 0.4 -1.0
O 1.083451 0.788301 -2.457136 -0.8 0.1 0.6
N 2.896932 0.209936 -3.662490 0.0 0.4 -0.3
N 2.402155 -0.896416 -1.750983 -0.1 -1.1 1.5
H 3.709905 -0.364425 -3.808447 -0.1 0.0 -0.3
H 2.679119 0.932861 -4.335753 0.1 -0.2 0.1
H 1.802040 -1.028351 -0.947312 0.3 0.1 -0.4
H 3.206316 -1.490483 -1.862763 -0.1 0.1 -0.1
C -1.183923 1.719003 -4.968579 0.5 0.3 0.4
O -0.254106 2.507387 -5.034038 0.1 0.2 -0.2
N -1.167296 0.639743 -4.165657 0.2 -1.1 0.6
N -2.308453 1.858803 -5.693509 -1.1 0.7 -0.9
H -1.923163 -0.020728 -4.098110 0.0 0.2 -0.1
H -0.338976 0.497356 -3.602665 0.0 0.2 0.1
H -2.361859 2.658316 -6.311051 0.0 -0.4 0.2
H -3.084716 1.220152 -5.653201 0.1 0.2 0.1
C 4.210964 0.123846 5.948005 0.2 0.1 0.1
O 3.149324 -0.001754 5.358481 -0.5 -0.2 -0.7
N 4.848973 -0.910128 6.525591 0.2 -1.3 0.3
N 4.837951 1.307449 6.072924 0.1 1.2 -0.2
H 5.723739 -0.826450 7.015389 -0.2 0.0 -0.1
H 4.410834 -1.819174 6.454762 0.2 0.3 0.1
H 4.391290 2.111848 5.652365 0.2 -0.3 0.2
H 5.712539 1.430721 6.554571 -0.2 0.0 -0.1
C -0.786381 2.109498 5.920927 0.0 0.4 -0.3
O -0.064249 1.125222 5.909858 0.4 -0.8 -0.1
N -1.824578 2.240452 6.766361 -0.7 -0.4 1.1
N -0.608701 3.151340 5.088683 0.4 0.0 -0.6
H -2.430439 3.043243 6.790438 0.0 -0.2 0.0
H -1.993343 1.478398 7.409897 -0.2 0.2 -0.4
H 0.161975 3.093090 4.435922 -0.3 0.3 0.3
H -1.192795 3.970415 5.082841 0.4 -0.1 0.0
C -0.199713 6.090829 2.767416 0.6 -0.1 0.2
O 0.112629 5.367833 3.700214 -0.1 -0.1 0.1
N -1.479486 6.322016 2.423187 -1.6 -0.3 -0.2
N 0.707848 6.721101 2.000131 1.1 0.3 -0.4
H -1.756368 6.914093 1.658399 0.0 0.0 0.2
H -2.194341 5.866576 2.975369 0.2 0.3 -0.2
H 1.683063 6.574006 2.225410 -0.4 0.1 -0.1
H 0.470036 7.320351 1.227841 0.1 -0.1 0.2
C -3.858036 1.892319 9.896459 -0.5 0.1 -0.3
O -4.522915 2.225555 8.928325 0.0 0.1 -0.3
N -4.407211 1.398079 11.020691 -1.0 -0.4 0.9
N -2.516647 1.989514 9.925862 1.5 0.2 -0.4
H -3.876308 1.118284 11.828141 -0.1 0.1 -0.2
H -5.414648 1.308429 11.040184 0.4 0.0 0.0
H -2.063313 2.356867 9.099440 0.0 0.0 0.5
H -1.951982 1.720225 10.713719 -0.1 0.1 -0.1
C -2.598919 -6.483230 -1.627468 -0.1 0.4 0.1
O -1.422762 -6.413509 -1.947137 0.6 0.0 0.0
N -3.324509 -7.607718 -1.764603 -0.3 -1.6 -0.4
N -3.274813 -5.441842 -1.109477 0.2 0.4 0.3
H -4.294008 -7.684498 -1.507122 0.2 0.0 -0.1
H -2.853559 -8.415399 -2.150872 -0.2 0.3 0.1
H -2.765482 -4.576026 -0.989578 -0.6 -0.1 0.0
H -4.243390 -5.479956 -0.840238 0.2 0.1 -0.1
C 3.901271 -0.035995 -7.130778 -0.1 -0.1 0.1
O 4.213614 -0.758991 -6.197979 0.2 -0.2 0.5
N 2.621498 0.195191 -7.475007 -1.2 -0.1 0.1
N 4.808832 0.594278 -7.898063 1.3 0.4 -0.4
H 2.344616 0.787268 -8.239794 -0.1 -0.1 0.1
H 1.906644 -0.260248 -6.922824 0.2 0.2 -0.3
H 5.784046 0.447182 -7.672783 -0.4 0.1 -0.1
H 4.571020 1.193526 -8.670351 0.0 -0.1 0.1
C -2.101701 0.664405 -9.379112 0.7 0.2 -0.2
O -0.957500 1.034931 -9.588652 0.1 0.0 0.0
N -3.050406 0.658161 -10.332886 -0.7 0.2 -1.3
N -2.516412 0.229191 -8.175686 0.0 -0.5 1.3
H -3.997903 0.356759 -10.179506 0.2 0.0 0.0
H -2.779869 0.978254 -11.253589 -0.1 -0.1 0.3
H -1.833295 0.217858 -7.429593 -0.3 0.1 -0.3
H -3.454339 -0.079930 -7.983796 0.2 0.0 -0.1
C -2.617933 3.589398 -1.102639 0.0 -0.2 -0.4
O -2.982232 2.604290 -1.724927 -0.1 -0.4 -0.1
N -2.123636 4.687178 -1.702897 0.3 0.8 -1.0
N -2.678095 3.665443 0.239089 -0.3 -0.4 1.4
H -1.818491 5.507925 -1.207538 -0.1 -0.2 -0.1
H -2.061284 4.671388 -2.712457 0.1 0.0 0.3
H -3.044124 2.860196 0.730037 0.1 0.4 -0.2
H -2.382920 4.467954 0.769120 0.0 -0.1 -0.1
C 5.444009 -5.230866 -1.201612 1.2 -0.1 -0.7
O 6.628706 -5.112225 -1.471452 -0.2 0.1 0.1
N 4.926901 -4.857668 -0.017093 -0.4 0.8 1.6
N 4.549484 -5.745457 -2.064547 -0.6 -0.5 -1.1
H 3.954203 -4.947529 0.223539 0.5 -0.2 -0.1
H 5.566395 -4.465222 0.661418 -0.2 -0.2 -0.2
H 4.897358 -6.038996 -2.968013 -0.2 0.1 0.3
H 3.570051 -5.851110 -1.860512 0.2 0.0 -0.1
```
Positions in Å, forces in eV/Å.

Total charge ... +1
Molecular weight ... 879.82 g mol⁻¹
DFT total energy ... -111653.7214 eV
Kohn-Sham gap ... 5.2 eV
Highest occupied orbital energy ... -11.0 eV

3.
The following is a quantum chemistry calculation of a cluster of 10 separate species, H20O10 in total at a distorted geometry, from OMol25.

Structure (XYZ):
```
30
Properties=species:S:1:pos:R:3:forces:R:3
O -0.035087 1.201794 -0.820416 -1.0 -1.3 -1.7
H 0.620417 0.654772 -1.256689 0.0 -0.2 -0.1
H -0.502443 0.620890 -0.240501 -0.3 -0.7 0.6
O 1.611121 0.375534 1.833431 0.9 2.3 -0.2
H 1.568243 1.156243 2.421638 -0.2 -0.3 -0.6
H 0.971662 -0.160720 2.217465 -1.7 -1.9 1.0
O -3.396724 3.832608 -1.476218 -2.5 -0.2 0.6
H -4.387165 3.849081 -1.291849 1.7 0.6 -0.6
H -3.261427 2.929775 -1.185705 0.8 -0.4 -0.1
O -2.534894 -1.998049 2.822573 1.0 2.4 -2.0
H -1.935366 -1.308069 2.368463 -0.8 -1.6 1.5
H -3.316099 -1.766010 2.281080 -0.1 -0.7 0.5
O 0.673826 -2.838485 -3.142226 -0.4 0.6 2.6
H 0.518590 -2.633107 -2.159042 0.1 -0.6 -2.2
H 1.584092 -2.548001 -3.214255 0.4 0.0 -0.4
O 1.026102 2.794872 0.092918 2.4 -0.7 0.4
H 1.931423 2.378846 0.134708 -1.5 0.2 -0.2
H 1.222616 3.620316 0.453167 0.4 2.7 1.0
O 4.116585 0.161307 1.808682 -0.6 1.4 0.2
H 3.447864 0.896789 2.012808 2.1 -1.8 -0.6
H 5.004171 0.518943 1.641460 -0.6 0.2 0.2
O -4.116145 -0.278519 -0.225499 1.0 0.3 0.1
H -3.162603 -0.168463 -0.418660 -0.8 -0.2 0.0
H -4.321549 0.509468 0.288740 -0.2 0.0 0.0
O 4.545542 -0.834411 -1.582608 0.9 1.9 -1.9
H 4.478801 0.069045 -2.050954 -0.2 -2.3 1.4
H 3.810516 -0.950921 -0.998917 -0.7 0.4 0.6
O -2.363468 -3.548596 0.015305 -0.1 0.2 1.6
H -1.689684 -3.098356 0.550343 -0.4 -0.3 -0.2
H -2.108907 -3.438564 -0.879237 0.4 0.1 -1.4
```
Positions in Å, forces in eV/Å.

Total charge ... 0
Molecular weight ... 180.15 g mol⁻¹
DFT total energy ... -20796.8763 eV
Kohn-Sham gap ... 10.3 eV
Energy relative to the best compared isomer or geometry (same formula, charge and spin) ... 132.3 kcal/mol
Structure (SMILES) ... O.O.O.O.O.O.O.O.O.O
Highest occupied orbital energy ... -11.0 eV